A.
Below is a 2-piece molecular cluster, C14H16 overall, with properties calculated with wB97M-V/def2-TZVPD.

Computed properties:
HOMO energy ... -9.04 eV
SMILES string ... Cc1ccccc1.Cc1ccccc1
LUMO energy ... 0.9 eV

```
! wB97M-V def2-TZVPD RIJCOSX def2/J DEFGRID3
* xyz 0 1
C -2.82 0.14 2.52
C -0.63 -2.07 0.26
C -1.48 -1.05 0.76
C -0.18 -3.11 1.02
C -1.89 -0.97 2.06
C -0.53 -2.96 2.38
C -1.31 -1.98 2.93
H -0.24 -2.04 -0.74
H -1.82 -0.30 0.05
H 0.51 -3.89 0.73
H 0.13 -3.43 3.13
H -3.21 -0.08 3.50
H -3.76 0.16 1.95
H -1.37 -1.93 4.02
H -2.33 1.10 2.39
C 3.30 0.41 -2.16
C 0.27 1.82 -0.43
C 1.38 1.02 -0.63
C -0.25 2.61 -1.45
C 1.95 1.13 -1.92
C 0.20 2.57 -2.75
C 1.45 1.90 -2.92
H -0.25 1.78 0.53
H 1.79 0.27 0.04
H -1.11 3.25 -1.25
H -0.33 3.22 -3.43
H 3.23 -0.03 -3.15
H 3.29 -0.44 -1.45
H 1.82 1.88 -3.94
H 4.17 1.04 -2.05
*
```

B.
Below is a 2-piece molecular cluster, C14H16 overall, with properties calculated with wB97M-V/def2-TZVPD.

Computed properties:
HOMO energy ... -8.88 eV
SMILES string ... Cc1ccccc1.Cc1ccccc1
LUMO energy ... 1.0 eV

```
! wB97M-V def2-TZVPD RIJCOSX def2/J DEFGRID3
* xyz 0 1
C 2.67 -2.25 1.17
C 2.91 -2.13 -1.34
C 2.51 -1.54 -0.15
C 2.90 -1.38 -2.52
C 2.71 -0.02 -2.48
C 2.04 -0.23 -0.18
C 2.21 0.56 -1.30
H 3.26 -3.15 -1.42
H 3.03 -1.91 -3.46
H 3.21 -3.17 1.04
H 1.73 -2.39 1.71
H 2.92 0.64 -3.30
H 1.69 0.31 0.69
H 2.07 1.63 -1.30
H 3.27 -1.64 1.83
C -3.70 1.82 2.83
C -1.77 0.66 -0.76
C -1.08 1.43 0.17
C -2.90 -0.03 -0.35
C -1.70 1.81 1.35
C -3.54 0.30 0.85
C -2.93 1.23 1.68
H -1.34 0.46 -1.74
H -0.09 1.72 -0.14
H -3.23 -0.87 -0.94
H -1.24 2.56 1.98
H -4.57 0.03 0.98
H -3.08 2.42 3.50
H -4.30 1.13 3.42
H -4.49 2.48 2.46
*
```

From most stable to least stable, the computed energies give B, A.

A.
Below is a 2-piece molecular cluster, C14H16 overall, with properties calculated with wB97M-V/def2-TZVPD.

Computed properties:
HOMO energy ... -8.91 eV
SMILES string ... Cc1ccccc1.Cc1ccccc1
LUMO energy ... 0.9 eV

```
! wB97M-V def2-TZVPD RIJCOSX def2/J DEFGRID3
* xyz 0 1
C -2.33 -0.82 3.01
C -2.08 -1.89 0.94
C -1.49 -1.40 2.01
C -1.34 -2.28 -0.18
C -0.09 -1.66 2.06
C 0.00 -2.51 -0.20
C 0.61 -2.31 1.03
H -3.09 -2.20 0.98
H -1.95 -2.58 -1.10
H -1.91 -0.43 3.91
H -3.07 -1.46 3.23
H 0.54 -1.32 2.85
H 0.45 -2.92 -1.01
H 1.63 -2.42 1.23
H -2.84 0.17 2.69
C -0.68 1.99 -2.77
C 1.84 1.80 -2.42
C 0.53 1.79 -1.86
C 2.93 1.54 -1.63
C 0.47 1.57 -0.48
C 2.80 1.46 -0.25
C 1.61 1.39 0.28
H 1.93 2.08 -3.37
H 3.89 1.75 -2.20
H -1.29 2.72 -2.27
H -1.37 1.08 -2.76
H -0.48 1.68 0.11
H 3.72 1.40 0.36
H 1.39 1.31 1.42
H -0.34 2.47 -3.60
*
```

B.
Below is a 2-piece molecular cluster, C14H16 overall, with properties calculated with wB97M-V/def2-TZVPD.

Computed properties:
HOMO energy ... -8.80 eV
SMILES string ... Cc1ccccc1.Cc1ccccc1
LUMO energy ... 0.9 eV

```
! wB97M-V def2-TZVPD RIJCOSX def2/J DEFGRID3
* xyz 0 1
C -1.22 -0.05 -2.95
C 1.98 -1.84 -3.03
C 0.77 -1.34 -3.38
C 2.59 -1.57 -1.82
C 0.08 -0.63 -2.41
C 1.75 -0.89 -0.80
C 0.47 -0.50 -1.13
H 2.58 -2.34 -3.82
H 0.29 -1.66 -4.33
H 3.57 -1.95 -1.51
H 2.24 -0.90 0.14
H -1.71 0.78 -2.25
H -1.83 -1.06 -3.09
H -0.12 -0.13 -0.46
H -1.03 0.67 -3.72
C -2.68 0.87 1.51
C -1.10 0.81 3.34
C -1.38 1.18 2.05
C 0.23 0.54 3.83
C 1.25 0.64 2.91
C -0.31 1.62 1.32
C 1.01 1.17 1.68
H -1.83 0.45 3.97
H 0.18 0.40 4.91
H -2.72 0.22 0.55
H -3.44 1.67 1.62
H 2.16 0.32 3.19
H -0.49 2.02 0.34
H 1.84 1.24 1.02
H -3.14 0.25 2.31
*
```

From most stable to least stable, the computed energies give A, B.

A.
Below is a 2-piece molecular cluster, C14H16 overall, with properties calculated with wB97M-V/def2-TZVPD.

Computed properties:
HOMO energy ... -8.89 eV
SMILES string ... Cc1ccccc1.Cc1ccccc1
LUMO energy ... 0.9 eV

```
! wB97M-V def2-TZVPD RIJCOSX def2/J DEFGRID3
* xyz 0 1
C 1.63 2.56 2.75
C 0.09 -0.84 1.80
C 0.15 0.50 1.87
C 1.14 -1.72 2.31
C 1.23 1.08 2.62
C 1.98 -1.21 3.16
C 2.07 0.24 3.26
H -0.66 -1.29 1.19
H -0.58 1.00 1.36
H 0.94 -2.72 2.06
H 2.73 -1.79 3.74
H 1.53 2.94 1.69
H 2.67 2.70 2.94
H 2.90 0.82 3.84
H 0.99 3.02 3.60
C -3.50 0.34 -1.93
C 0.57 -0.62 -3.08
C 0.19 0.70 -2.84
C -0.35 -1.64 -2.87
C -1.12 1.07 -2.38
C -1.65 -1.27 -2.48
C -2.06 0.11 -2.42
H 1.60 -0.80 -3.35
H 1.00 1.45 -2.94
H -0.09 -2.70 -3.33
H -1.27 2.04 -1.98
H -2.39 -1.92 -2.04
H -4.02 1.25 -2.42
H -3.37 0.47 -0.79
H -4.27 -0.38 -2.13
*
```

B.
Below is a 2-piece molecular cluster, C14H16 overall, with properties calculated with wB97M-V/def2-TZVPD.

Computed properties:
HOMO energy ... -8.95 eV
SMILES string ... Cc1ccccc1.Cc1ccccc1
LUMO energy ... 0.9 eV

```
! wB97M-V def2-TZVPD RIJCOSX def2/J DEFGRID3
* xyz 0 1
C -0.23 1.24 -2.70
C -1.70 2.65 0.50
C -0.90 2.45 -0.61
C -2.87 1.93 0.62
C -1.23 1.50 -1.57
C -3.24 1.01 -0.36
C -2.42 0.79 -1.46
H -1.45 3.40 1.24
H 0.08 2.91 -0.70
H -3.59 2.13 1.41
H -4.21 0.54 -0.30
H 0.73 1.52 -2.29
H -0.61 1.82 -3.54
H -2.74 0.10 -2.22
H -0.23 0.21 -3.06
C 2.90 -1.31 -0.81
C 0.10 -2.52 1.47
C 0.45 -1.95 2.68
C 0.92 -2.35 0.34
C 2.02 -1.49 0.42
C 1.56 -1.12 2.75
C 2.40 -0.97 1.64
H -0.67 -3.28 1.41
H -0.05 -2.15 3.62
H 0.46 -2.50 -0.63
H 1.80 -0.55 3.64
H 3.42 -2.21 -1.13
H 3.65 -0.59 -0.50
H 3.27 -0.34 1.79
H 2.36 -0.88 -1.64
*
```

C.
Below is a 2-piece molecular cluster, C14H16 overall, with properties calculated with wB97M-V/def2-TZVPD.

Computed properties:
HOMO energy ... -8.95 eV
SMILES string ... Cc1ccccc1.Cc1ccccc1
LUMO energy ... 0.9 eV

```
! wB97M-V def2-TZVPD RIJCOSX def2/J DEFGRID3
* xyz 0 1
C -0.79 2.62 -0.08
C 2.41 1.70 -2.80
C 2.45 2.85 -2.02
C 1.26 0.92 -2.77
C 1.42 3.14 -1.13
C 0.21 1.24 -1.91
C 0.29 2.34 -1.06
H 3.21 1.45 -3.47
H 3.38 3.41 -2.03
H 1.16 0.06 -3.42
H 1.56 3.96 -0.45
H -0.69 0.65 -1.98
H -0.59 2.25 0.93
H -1.79 2.30 -0.36
H -0.91 3.69 0.12
C -2.36 -2.30 3.56
C 0.14 -1.97 0.08
C -0.99 -2.77 0.06
C 0.48 -1.29 1.24
C -1.82 -2.88 1.17
C -0.33 -1.41 2.37
C -1.43 -2.25 2.37
H 0.67 -1.83 -0.84
H -1.30 -3.28 -0.85
H 1.43 -0.81 1.33
H -2.63 -3.59 1.17
H -0.04 -0.84 3.24
H -1.77 -2.13 4.47
H -2.83 -3.27 3.77
H -3.06 -1.48 3.44
*
```

From most stable to least stable, the computed energies give C, B, A.

A.
Below is one molecule with the formula C2H2N6, with properties calculated with wB97M-V/def2-TZVPD.

Computed properties:
HOMO energy ... -10.19 eV
SMILES string ... [H]/N=c1\nncnnn1
LUMO energy ... -1.8 eV

```
! wB97M-V def2-TZVPD RIJCOSX def2/J DEFGRID3
* xyz 0 1
C 0.25 0.79 0.70
C -0.45 -0.99 -0.97
H -0.64 0.51 2.21
H -0.87 -2.00 -1.15
N 0.32 0.60 1.93
N -1.00 0.94 0.11
N -1.40 0.00 -0.63
N 0.86 -1.03 -1.05
N 1.62 0.21 -1.01
N 1.32 0.99 -0.13
*
```

B.
Below is one molecule with the formula C2H2N6, with properties calculated with wB97M-V/def2-TZVPD.

Computed properties:
HOMO energy ... -10.46 eV
SMILES string ... [H]/N=c1\nncnnn1
LUMO energy ... -1.8 eV

```
! wB97M-V def2-TZVPD RIJCOSX def2/J DEFGRID3
* xyz 0 1
C 0.00 -1.01 -0.45
C -0.21 1.40 0.79
H -1.39 -1.77 -1.19
H -0.71 2.21 1.32
N -0.63 -2.20 -0.65
N -0.35 0.19 -1.15
N -0.58 1.30 -0.57
N 0.78 0.86 1.36
N 1.70 0.06 0.65
N 1.39 -1.03 -0.10
*
```

From most stable to least stable, the computed energies give A, B.